Record 1
DFT (ωB97M-V with the def2-TZVPD basis set) results for a cluster of 2 separate species, C2H2N2 in total.

CARTESIAN COORDINATES (ANGSTROEM)
C: -0.917 -0.291 -0.555
C: 0.070 -0.422 0.089
H: -1.757 -0.089 -1.136
H: 1.001 -0.293 0.594
N: 4.086 0.858 0.209
N: 3.504 -0.108 0.217

* HOMO level: -10.794 eV
* frontier orbital gap: 12.0660 eV
* structure (SMILES): C#C.N#N

Record 2
DFT (ωB97M-V with the def2-TZVPD basis set) results for the molecule C2H2N2O.

CARTESIAN COORDINATES (ANGSTROEM)
O: 1.270 -0.321 1.604
C: 0.895 0.196 0.580
C: -0.576 0.287 0.284
N: -1.118 -0.955 -0.046
N: -1.160 -0.551 -1.223
H: 1.577 0.744 -0.102
H: -0.888 0.601 -1.097

* HOMO level: -9.775 eV
* frontier orbital gap: 9.2520 eV
* structure (SMILES): O=CC1=NN1

Record 3
DFT (ωB97M-V with the def2-TZVPD basis set) results for a structure of composition C2H2N2O.

CARTESIAN COORDINATES (ANGSTROEM)
C: -3.450 0.285 0.137
C: -0.979 -0.272 0.339
N: -2.417 -0.526 -0.048
N: -3.818 1.339 -0.013
O: -0.657 0.857 -0.074
H: -2.242 -1.845 0.099
H: -0.320 -1.097 0.305

* HOMO level: -10.473 eV
* frontier orbital gap: 10.2063 eV

Record 4
DFT (ωB97M-V with the def2-TZVPD basis set) results for a cluster of 2 separate species, C2H2N2O in total.

CARTESIAN COORDINATES (ANGSTROEM)
N: 0.944 1.324 -0.053
C: 1.331 0.216 0.119
O: 1.810 -0.813 0.281
H: 0.138 1.741 0.177
C: -1.572 -0.867 -0.078
N: -1.326 0.230 0.026
H: -1.326 -1.831 -0.472

* HOMO level: -10.783 eV
* frontier orbital gap: 11.6980 eV
* structure (SMILES): N=C=O.C#N

Record 5
DFT (ωB97M-V with the def2-TZVPD basis set) results for a cluster of 2 separate species, C2H2N2O in total.

CARTESIAN COORDINATES (ANGSTROEM)
C: 0.053 -0.830 -0.400
C: 1.011 -0.183 0.304
N: -0.924 -0.965 -1.014
N: -1.289 1.306 0.455
O: -2.008 0.631 -0.090
H: 1.658 -0.480 1.144
H: 1.498 0.520 -0.400

* HOMO level (alpha / beta): -9.129 / -8.756 eV
* frontier orbital gap (alpha / beta): 8.8586 / 7.8744 eV

Record 6
DFT (ωB97M-V with the def2-TZVPD basis set) results for the molecule C2H2N2O.

CARTESIAN COORDINATES (ANGSTROEM)
N: -2.752 0.410 0.024
C: -1.593 0.377 -0.007
C: 0.217 0.163 -0.302
N: 0.886 -0.396 0.793
O: 0.649 -1.140 -0.402
H: 0.616 0.849 -0.954
H: 1.977 -0.263 0.848

* HOMO level: -10.992 eV
* frontier orbital gap: 11.4888 eV
* structure (SMILES): N#C[C@H]1NO1

Record 7
DFT (ωB97M-V with the def2-TZVPD basis set) results for the molecule C2H2N2O2.

CARTESIAN COORDINATES (ANGSTROEM)
O: 0.561 0.506 1.847
C: 0.310 0.178 0.566
C: 0.919 -0.579 -0.372
N: 0.074 -0.737 -1.430
N: -0.979 -0.060 -1.285
O: -0.887 0.528 0.107
H: -0.210 0.893 2.205
H: 1.782 -1.180 0.001

* HOMO level: -9.901 eV
* frontier orbital gap: 10.3422 eV
* structure (SMILES): Oc1cnno1

Record 8
DFT (ωB97M-V with the def2-TZVPD basis set) results for the molecule C2H2N2O2.

CARTESIAN COORDINATES (ANGSTROEM)
C: 0.983 0.707 -0.083
N: -0.061 1.258 -0.765
O: -0.976 0.147 -0.966
C: -0.929 -0.738 0.051
N: -0.119 -1.194 0.921
O: 1.080 -0.212 0.827
H: 1.834 1.601 0.256
H: -1.734 -1.334 -0.052

* HOMO level: -9.779 eV
* frontier orbital gap: 10.0286 eV
* structure (SMILES): C1=NOC=NO1

Record 9
DFT (ωB97M-V with the def2-TZVPD basis set) results for the molecule C2H2N2O2.

CARTESIAN COORDINATES (ANGSTROEM)
O: -0.507 0.469 -1.829
C: -0.174 0.153 -0.677
N: 0.502 -0.965 -0.443
N: 0.638 -0.983 1.078
C: 0.066 0.016 1.559
O: -0.297 0.914 0.508
H: -0.575 1.469 -1.888
H: -0.326 0.093 2.720

* HOMO level: -9.906 eV
* frontier orbital gap: 10.0878 eV
* structure (SMILES): Oc1nnco1

Record 10
DFT (ωB97M-V with the def2-TZVPD basis set) results for a structure of composition C2H2N2O2.

CARTESIAN COORDINATES (ANGSTROEM)
C: 0.385 0.158 -1.079
C: -0.736 -0.168 0.879
H: 1.404 -0.828 0.860
H: -0.588 -0.574 1.857
N: 0.362 -0.610 0.086
N: -1.341 0.821 0.278
O: 1.301 0.474 -1.896
O: -0.787 0.727 -0.985

* HOMO level: -10.223 eV
* frontier orbital gap: 9.9519 eV

Record 11
DFT (ωB97M-V with the def2-TZVPD basis set) results for a structure of composition C2H2N2O2S.

CARTESIAN COORDINATES (ANGSTROEM)
C: -0.938 -0.038 -0.004
C: 1.098 -0.247 -0.040
H: -3.106 0.723 0.173
H: 2.930 -0.264 -0.087
N: -0.490 1.189 -0.001
N: 0.903 1.017 -0.032
O: 2.226 -0.899 0.061
O: 0.005 -0.978 -0.062
S: -2.628 -0.504 -0.008

* HOMO level: -9.078 eV
* frontier orbital gap: 9.6328 eV

Record 12
DFT (ωB97M-V with the def2-TZVPD basis set) results for the molecule C2H2N2O2S2.

CARTESIAN COORDINATES (ANGSTROEM)
O: -2.384 0.839 0.244
C: -1.215 0.119 0.300
N: -1.089 -0.692 -0.727
C: 0.258 -1.000 -0.698
S: 1.105 -1.933 -1.678
O: 0.870 -0.400 0.454
N: -0.107 0.408 1.013
S: 0.620 1.956 1.133
H: -2.472 1.273 1.110
H: 1.098 2.130 2.420

* HOMO level: -8.853 eV
* frontier orbital gap: 8.3114 eV
* structure (SMILES): Oc1nc(=S)on1S

ΔE to the lowest compared entry with this formula, charge and spin per entry: 0.192; 5.804; 3.928; 1.166; 4.770; 4.695; 2.761; 6.122; 2.931; 3.693; 0.733; 2.969 eV